[1]
CF3N2O3 | ωB97M-V/def2-TZVPD

```
9
Properties=species:S:1:pos:R:3:forces:R:3:lowdin_charge:R:1
F -0.34510 1.85711 0.24944 -0.2858 -0.2194 -0.4705 0.00
F 1.59395 2.34260 -0.56650 0.8095 2.0322 -1.4222 0.08
F 1.46718 1.15352 1.12253 0.8927 -0.3689 2.7305 0.07
O -1.52615 -1.87939 1.01683 -0.0745 -0.4325 -0.8872 -0.06
O 0.95798 0.27617 -0.77722 -0.7429 -1.0608 -1.2863 -0.02
O -1.21851 -1.74002 -1.27056 -1.2449 -0.6352 -3.9516 0.13
N -0.04128 -1.10586 0.54332 1.0462 0.8041 0.6762 0.28
N -0.90102 -1.55440 -0.18671 0.1339 0.3363 4.3427 -0.52
C 0.91826 1.29984 -0.08387 -0.5341 -0.4557 0.2683 -0.96
```
Positions in Å, forces in eV/Å.

DFT total energy: -672.8053 Ha
Gap between HOMO and LUMO: 9.46 eV
Charge: -1
LUMO: 3.93 eV
Max |F|: 0.0847 Eh/bohr

[2]
CF3NO | ωB97M-V/def2-TZVPD

```
6
Properties=species:S:1:pos:R:3:forces:R:3:lowdin_charge:R:1
F -0.77516 0.96328 1.67832 0.5933 -0.0753 0.9560 0.20
F 0.66701 0.98582 0.09251 1.1637 0.0083 0.3672 0.19
F 0.93484 -1.80892 -0.36346 0.0017 -0.0551 0.0119 -0.12
O -1.39828 0.49130 -0.33679 -1.5254 -1.0071 -1.5294 0.22
N 1.02695 -1.86922 -1.66538 0.0003 0.0033 -0.0168 0.16
C -0.55980 0.73564 0.41651 -0.2337 1.1258 0.2111 -0.65
```
Positions in Å, forces in eV/Å.

DFT total energy: -467.5291 Ha
Gap between HOMO and LUMO (spin up / spin down): 9.95 / 9.96 eV
LUMO (spin up / spin down): -0.94 / -0.93 eV
Max |F|: 0.0463 Eh/bohr

[3]
CF3O2P | ωB97M-V/def2-TZVPD

```
7
Properties=species:S:1:pos:R:3:forces:R:3:lowdin_charge:R:1
P 1.83276 0.43172 0.30773 -1.2618 0.9669 -0.0859 0.98
F -1.91751 0.68177 0.03673 -2.9036 1.5520 -0.5125 0.25
F -0.69985 -0.76763 -0.95881 -0.6580 -1.1935 -1.6731 0.19
F -0.76177 -0.66864 1.15683 0.1269 -0.3011 0.5795 0.11
O 0.19892 0.92161 -0.00782 2.6616 1.4695 0.7182 -0.19
O 2.15427 -0.68049 -0.55559 0.2941 -0.6331 -0.2625 -0.39
C -0.80681 0.08166 0.02093 1.7408 -1.8607 1.2363 -0.94
```
Positions in Å, forces in eV/Å.

SMILES string: O=POC(F)(F)F
DFT total energy: -829.5850 Ha
Gap between HOMO and LUMO: 10.61 eV
LUMO: -1.19 eV
Max |F|: 0.0648 Eh/bohr

[4]
CF4N2O | ωB97M-V/def2-TZVPD

```
8
Properties=species:S:1:pos:R:3:forces:R:3:lowdin_charge:R:1
F -2.57039 1.27090 0.08564 0.2491 -0.4775 -0.3740 0.15
F -2.08032 -0.60500 0.92133 0.4473 0.0105 -1.2353 0.15
F 3.24563 -0.37737 0.05068 0.4237 0.9547 -0.2539 0.08
F 1.54566 1.11809 -0.24644 0.9137 -1.1784 0.3473 -0.07
O -1.28528 -0.05911 -1.15248 -0.6141 -0.4196 0.9779 0.19
N 1.17475 -1.14507 0.37948 -2.3632 -2.1979 0.8260 0.27
N 1.87923 -0.34261 0.13811 1.0471 2.4161 -0.8720 -0.23
C -1.90928 0.14016 -0.17633 -0.1036 0.8921 0.5841 -0.54
```
Positions in Å, forces in eV/Å.

DFT total energy: -622.1453 Ha
Gap between HOMO and LUMO: 11.54 eV
LUMO: -0.76 eV
Max |F|: 0.0648 Eh/bohr

[5]
CF4NO | ωB97M-V/def2-TZVPD

```
7
Properties=species:S:1:pos:R:3:forces:R:3:lowdin_charge:R:1
F 1.25459 -0.90447 0.68078 0.7849 -1.3349 0.9247 0.36
F -1.35360 1.20414 -0.08809 0.0790 0.7619 -0.3305 0.29
F -1.02182 -0.75615 -0.87938 -0.4976 0.2491 -0.2603 0.23
F -0.89224 -0.39552 1.19422 -1.2551 -0.1091 1.3287 0.24
O 1.59878 0.68658 -0.83864 0.5810 0.9318 -0.9645 0.39
N -0.63111 0.14329 0.03973 0.3430 -1.5510 -0.3459 -0.16
C 1.04540 0.02213 -0.10863 -0.0352 1.0522 -0.3521 -0.35
```
Positions in Å, forces in eV/Å.

SMILES string: O=C(F)[N+](F)(F)F
DFT total energy: -566.9803 Ha
Gap between HOMO and LUMO: 14.14 eV
Charge: +1
LUMO: -5.69 eV
Max |F|: 0.0356 Eh/bohr

[6]
CF4O2P | ωB97M-V/def2-TZVPD

```
8
Properties=species:S:1:pos:R:3:forces:R:3:lowdin_charge:R:1
P -0.71644 -0.75674 -0.05251 -0.0747 -0.8897 -0.1281 0.68
F 1.67328 -0.64492 0.30487 0.4773 0.7501 -0.0675 0.06
F 0.98253 1.35349 0.88319 -0.4105 -0.3920 0.7142 0.15
F -2.24867 1.73315 0.37235 0.9113 -1.4801 -0.2629 -0.73
F 1.06708 0.90035 -1.18560 -0.2802 -0.9125 1.0382 0.07
O -0.85026 -1.70526 1.06402 -0.5013 1.3809 0.3980 -0.30
O -0.68552 -1.24278 -1.43618 -0.7522 0.9217 -0.2127 -0.29
C 0.77800 0.36272 0.04986 0.6303 0.6215 -1.4791 -0.64
```
Positions in Å, forces in eV/Å.

DFT total energy: -929.4730 Ha
Gap between HOMO and LUMO: 8.17 eV
Charge: -1
LUMO: 2.61 eV
Max |F|: 0.0342 Eh/bohr

[7]
CF4O3PPr | ωB97M-V/def2-TZVPD

```
10
Properties=species:S:1:pos:R:3:forces:R:3:lowdin_charge:R:1
Pr 0.57000 2.83821 -0.63527 -0.4236 -4.3745 0.6111 2.31
P 0.79955 -0.26765 0.04277 0.2036 -2.7948 0.1487 0.57
F 1.14043 0.74868 1.31968 -1.0370 0.8055 -1.0607 -0.16
F 1.39140 -1.38601 1.00024 -0.7748 1.3375 -1.1473 -0.02
F 1.04611 -1.22884 -1.19549 -0.9424 1.4020 1.0052 -0.04
F 1.86816 0.84503 -0.79618 0.1016 1.1286 0.0606 -0.28
O -1.21959 -1.40562 0.55314 0.7104 4.0743 -1.8534 0.10
O -0.47545 0.64009 -0.48831 2.4973 2.7187 0.1737 -0.42
O -3.13532 -0.28367 0.07138 2.5707 1.9897 -1.1008 0.29
C -1.98529 -0.50021 0.12804 -2.9059 -6.2869 3.1628 -0.36
```
Positions in Å, forces in eV/Å.

DFT total energy: -1521.0210 Ha
Gap between HOMO and LUMO (spin up / spin down): 5.23 / 6.73 eV
Charge: +2
Multiplicity: 3
LUMO (spin up / spin down): -13.97 / -12.52 eV
Max |F|: 0.1481 Eh/bohr

[8]
CFFeO4S | ωB97M-V/def2-TZVPD

```
8
Properties=species:S:1:pos:R:3:forces:R:3:lowdin_charge:R:1
Fe 2.26308 -0.10956 -1.30152 -1.1940 -0.3113 0.8683 0.84
S -0.29597 -1.95876 -0.24966 -3.0650 0.3424 -0.0343 0.78
F -0.94561 -1.81903 1.34288 0.9060 0.0399 -1.4012 -0.37
O 0.74304 -0.84769 -0.16561 1.2512 0.7933 -0.4745 -0.72
O -1.43626 -1.49643 -1.07204 1.9860 -0.7065 1.1556 -0.46
O -1.12785 2.08856 1.03662 0.9413 -0.4089 -0.2669 0.23
O 0.90143 2.10798 -0.08748 0.4412 -0.4195 -0.0658 0.11
C -0.10186 2.03493 0.49681 -1.2667 0.6707 0.2187 -0.40
```
Positions in Å, forces in eV/Å.

DFT total energy: -2100.7828 Ha
Gap between HOMO and LUMO (spin up / spin down): 8.57 / 8.07 eV
Multiplicity: 6
LUMO (spin up / spin down): -0.24 / -2.11 eV
Max |F|: 0.0600 Eh/bohr

[9]
CFNO3 | ωB97M-V/def2-TZVPD

```
6
Properties=species:S:1:pos:R:3:forces:R:3:lowdin_charge:R:1
F -1.24434 0.97106 -0.56563 1.4228 -1.7914 0.5427 0.09
O 1.02716 0.90254 0.66953 1.5148 -0.5160 -0.7246 0.15
O 1.44877 -0.79995 -0.71407 0.3781 0.4655 0.0860 0.18
O -1.35484 -0.88993 0.65746 2.1102 0.5361 -1.0158 0.23
N 0.78280 -0.03069 -0.08877 -0.6647 0.3683 1.2759 -0.32
C -0.65956 -0.15304 0.04149 -4.7613 0.9374 -0.1642 -0.34
```
Positions in Å, forces in eV/Å.

SMILES string: O=C(F)[N+](=O)[O-]
DFT total energy: -418.3208 Ha
Gap between HOMO and LUMO: 11.04 eV
LUMO: -1.36 eV
Max |F|: 0.0944 Eh/bohr

[10]
CGaLiO2 | ωB97M-V/def2-TZVPD

```
5
Properties=species:S:1:pos:R:3:forces:R:3:lowdin_charge:R:1
Ga 2.82308 -0.53481 0.40047 14.2537 -3.4323 2.6431 1.45
O -2.85478 0.16276 0.17297 3.7871 0.1243 -0.3356 0.15
O 1.42592 -0.21067 0.17105 -11.2311 2.0098 -0.4876 -0.34
C -1.72096 0.20702 0.02707 -3.8561 -0.1006 0.2504 0.04
Li 0.32674 0.37570 -0.77157 -2.9535 1.3988 -2.0703 0.70
```
Positions in Å, forces in eV/Å.

DFT total energy: -2120.0097 Ha
Gap between HOMO and LUMO: 5.90 eV
Charge: +2
LUMO: -16.10 eV
Max |F|: 0.2897 Eh/bohr

[11]
CH10InO8 | ωB97M-V/def2-TZVPD

```
20
Properties=species:S:1:pos:R:3:forces:R:3:lowdin_charge:R:1
In 1.16900 4.63600 -17.09200 2.0241 -0.7124 -0.7869 0.79
O 2.99000 5.90300 -17.56000 -1.6010 2.3775 -0.4474 0.00
O -0.12300 4.51200 -15.65900 -3.5632 -2.5348 0.2711 -0.11
O 0.13800 5.56200 -13.70400 1.9720 -2.4213 -1.9959 0.03
O 0.22900 6.34400 -17.81700 -1.4797 1.7889 -1.8271 0.05
O 1.76100 5.34300 -15.27200 3.8605 0.4984 0.5955 -0.07
O 2.49100 3.00000 -16.50400 0.8595 -1.1496 -0.5621 0.03
O -0.52700 3.46600 -17.92500 -2.4955 -1.0030 -0.9331 -0.04
O 1.94100 3.79600 -18.98000 0.5305 -0.8357 -0.5394 0.01
C 0.64600 5.03900 -14.74200 -4.0131 4.9227 4.2024 -0.82
H 3.44400 2.93900 -16.43000 0.7308 0.2569 -0.6427 0.12
H 0.16300 6.65800 -18.72900 1.0717 0.0891 -0.4516 0.13
H 2.34600 2.91100 -19.00200 -0.0095 0.2704 0.4110 0.12
H 2.29600 2.84900 -15.59200 -1.0318 -0.1519 1.4437 0.09
H 1.53700 3.86100 -19.84200 -0.3402 0.3958 -0.5694 0.10
H 3.90600 6.00700 -17.56500 2.9751 -1.0569 -0.1570 0.07
H -0.71600 6.46100 -17.65100 -0.2813 -0.3027 1.4127 0.13
H 2.84100 6.86400 -17.38900 -0.9659 -0.7897 0.1985 0.13
H -1.42000 3.58700 -17.51700 1.1262 0.2218 0.4084 0.13
H -0.75100 2.77700 -18.57400 0.6307 0.1363 -0.0307 0.11
```
Positions in Å, forces in eV/Å.

DFT total energy: -835.8952 Ha
Gap between HOMO and LUMO: 6.71 eV
Charge: +1
LUMO: -4.37 eV
Max |F|: 0.1481 Eh/bohr

[12]
CH10N3 | ωB97M-V/def2-TZVPD

```
14
Properties=species:S:1:pos:R:3:forces:R:3:lowdin_charge:R:1
N 1.13382 1.31865 0.12190 1.9262 -0.6446 1.4543 0.35
N 0.52489 -1.02038 -0.26806 -0.6465 -0.0913 -2.0592 0.16
N -2.03929 -0.44278 0.84251 -0.2750 0.1775 1.8393 0.01
C 0.83508 0.39384 -0.86858 -3.9489 -1.7447 -0.2216 -0.12
H 0.40511 1.34876 0.91004 1.6189 0.6094 -0.8589 0.21
H 1.30878 -1.43575 0.22048 0.1319 -0.1088 0.8326 0.16
H -2.43850 -0.11112 -0.04177 -0.6879 -0.1233 0.7125 0.06
H 1.38088 0.34036 -1.79572 0.7552 0.2709 0.1154 0.16
H -2.25794 0.28619 1.65194 0.6007 -1.8306 -2.3691 0.14
H -0.27425 0.56021 -1.05063 1.0548 0.7397 -0.8055 0.17
H -2.54583 -1.32683 1.16926 0.7682 1.5270 -0.8502 0.11
H -0.54428 -0.93483 0.20042 0.8844 -0.0350 0.8300 0.13
H 2.19090 1.56603 0.19854 -2.1485 0.5222 0.3868 0.24
H 0.42868 -1.64454 -1.12555 -0.0335 0.7316 0.9936 0.20
```
Positions in Å, forces in eV/Å.

DFT total energy: -207.5690 Ha
Gap between HOMO and LUMO (spin up / spin down): 12.00 / 6.20 eV
Charge: +2
Multiplicity: 2
LUMO (spin up / spin down): -8.31 / -14.08 eV
Max |F|: 0.0841 Eh/bohr